DFT (wB97M-V/def2-TZVPD) results for an isolated molecule of C8H19NO2S.

Last column: Mulliken charge in e.
CARTESIAN COORDINATES (ANGSTROEM)
C1 2.6032 1.7616 -0.0858  -1.07
C2 3.4453 0.7020 -0.7214  -0.47
C3 3.3205 -0.5608 0.1731  -0.79
C4 2.1168 -1.5444 -0.1815  -0.84
C5 0.6803 -0.8237 -0.5346  -0.17
C6 -0.0974 -0.4368 0.6331  -0.86
C7 -1.3794 0.4662 0.6376  -0.58
C8 -2.4566 -0.3667 -0.1349  -0.75
S1 -4.1052 0.1262 -0.3561  1.15
N1 -4.9391 0.1160 1.1744  -0.62
O1 -4.7838 -1.0444 -1.0355  -0.68
O2 -4.0746 1.3903 -1.0719  -0.62
H1 3.0846 2.0787 0.9380  0.27
H2 2.8337 2.6555 -0.5552  0.43
H3 1.5409 1.6795 -0.1757  0.19
H4 2.8997 0.4239 -1.6815  0.29
H5 4.4926 1.1639 -0.9887  0.36
H6 3.0985 -0.3475 1.1622  0.48
H7 4.2517 -1.0592 -0.0467  0.34
H8 2.4106 -2.1328 -1.1599  0.34
H9 2.1921 -2.3008 0.5682  0.44
H10 0.3364 -1.5800 -1.3884  0.30
H11 0.9673 0.1098 -1.0908  0.08
H12 0.4724 0.3611 1.1994  0.23
H13 -0.2650 -1.3259 1.2025  0.47
H14 -1.0846 1.3805 0.2573  0.43
H15 -1.4442 0.5155 1.7947  0.32
H16 -2.7238 -1.3703 0.3598  0.33
H17 -2.2204 -0.7255 -1.1393  0.38
H18 -5.3455 1.0616 1.3021  0.30
H19 -5.8270 -0.3734 0.9455  0.33

Its spin multiplicity is 1. Its total charge is 0. The strongest force on any atom is 4.90 eV/A. The value obtained for the HOMO-LUMO gap is 10.933 eV. The energy relative to the best compared isomer or geometry (same formula, charge and spin) comes out at 4.3147 eV. The electronic energy is -919.50517 a.u.

---

DFT (wB97M-V/def2-TZVPD) results for C8H19NO4RuS3 as an isolated structure.

Last column: Mulliken charge in e.
CARTESIAN COORDINATES (ANGSTROEM)
Ru1 -0.4750 -0.0210 0.4268  0.67
S1 -0.3935 -2.2218 0.1222  0.12
S2 -0.4343 2.2274 0.2237  0.13
C1 0.7674 -3.2219 1.1494  -1.08
C2 0.4683 -2.3467 -1.4772  -0.78
C3 1.3515 -1.1758 -1.8340  -0.61
N1 0.5391 0.0351 -1.5053  -0.18
C4 1.2223 1.3162 -1.8618  -0.67
C5 0.2534 2.4013 -1.4531  -0.77
H1 -0.3746 -2.4725 -2.1534  0.38
H2 0.9813 -3.3058 -1.3889  0.53
H3 1.6541 -1.1345 -2.8992  0.35
H4 2.2614 -1.0996 -1.2187  0.35
H5 1.4722 1.3095 -2.9422  0.36
H6 2.1657 1.3282 -1.2940  0.35
H7 -0.6471 2.4297 -2.0653  0.37
H8 0.6790 3.4065 -1.4163  0.54
C6 0.8423 3.1935 1.1473  -1.06
H9 -0.3716 -0.0108 -1.9892  0.39
H10 1.8548 2.8185 1.0136  0.28
H11 0.5450 3.1578 2.1897  0.40
H12 0.7225 4.1889 0.7237  0.48
H13 0.4128 -3.1611 2.1730  0.41
H14 1.8012 -2.8917 1.0708  0.29
H15 0.6283 -4.2117 0.7183  0.47
C7 -3.0225 -0.0499 0.5575  -0.53
C8 -2.7861 -0.0759 -0.8043  -0.31
H16 -3.2978 0.8920 1.0564  0.29
H17 -3.2399 -0.9773 1.1073  0.27
H18 -2.9293 0.8465 -1.3983  0.32
H19 -2.8639 -1.0321 -1.3597  0.32
O1 0.2390 -1.2413 3.9858  -0.58
S3 0.0309 -0.0283 3.2193  1.27
O2 0.2263 1.1704 4.0065  -0.57
O3 0.9747 -0.0100 1.8095  -0.69
O4 -1.2581 -0.0319 2.3602  -0.51

Its spin multiplicity is 6. Its total charge is +1. The strongest force on any atom is 4.47 eV/A. The value obtained for the HOMO-LUMO gap (spin up / spin down) is 7.373 / 7.261 eV. The energy relative to the best compared isomer or geometry (same formula, charge and spin) comes out at 0.0000 eV. The electronic energy is -1960.96026 a.u.

---

DFT (wB97M-V/def2-TZVPD) results for an isolated ion of composition C8H19NO5P and charge -1.

Last column: Mulliken charge in e.
CARTESIAN COORDINATES (ANGSTROEM)
C1 3.6928 1.2019 -1.0127  -1.05
C2 3.3622 1.5767 0.4315  -0.42
C3 1.8933 1.3286 0.7658  -0.64
O1 1.5915 -0.0249 0.8397  -0.49
P1 0.4149 -0.6349 -0.3039  0.44
C4 -0.1964 -1.8282 1.0289  -0.83
C5 -1.6350 -2.2721 0.9072  -0.62
O2 -2.5940 -1.2107 1.0498  -0.32
C6 -3.1825 -0.7183 -0.0422  0.67
O3 -3.1819 -1.2365 -1.1408  -0.59
C7 -3.8619 0.5979 0.2323  -0.35
C8 -2.9015 1.7792 0.1678  -1.21
O4 1.7376 -1.8282 -0.8112  -0.22
N1 1.5041 -2.4358 -1.9902  0.06
O5 1.9910 -1.8634 -2.9126  -0.34
H1 3.0012 1.7125 -1.6803  0.28
H2 4.7157 1.4592 -1.2761  0.37
H3 3.5217 0.1352 -1.1459  0.19
H4 3.9599 0.9742 1.1125  0.27
H5 3.5499 2.6416 0.5874  0.34
H6 1.6716 1.7890 1.7371  0.26
H7 1.2767 1.8520 0.0220  0.40
H8 0.9054 0.2615 -1.3193  0.14
H9 -0.4806 -1.2234 -1.2669  0.13
H10 -0.5586 0.3573 0.1099  -0.45
H11 0.3982 -2.7419 0.9970  0.29
H12 -0.0459 -1.3946 2.0172  0.32
H13 -1.8132 -2.8489 0.0042  0.45
H14 -1.8365 -2.9243 1.7577  0.36
H15 -4.6177 0.7060 -0.5419  0.30
H16 -4.3483 0.5865 1.2047  0.25
H17 -3.4256 2.7213 0.3053  0.39
H18 -2.3668 1.8019 -0.7789  0.33
H19 -2.1415 1.7036 0.9448  0.28

Its spin multiplicity is 1. Its total charge is -1. The strongest force on any atom is 1.16 eV/A. The value obtained for the HOMO-LUMO gap is 8.095 eV. The electronic energy is -1088.45460 a.u.

---

DFT (wB97M-V/def2-TZVPD) results for a 2-piece molecular cluster, C8H19O3PSi overall.

Last column: Mulliken charge in e.
CARTESIAN COORDINATES (ANGSTROEM)
C1 -0.1722 -0.1437 2.6355  -1.18
C2 -1.1419 -2.4746 -0.9763  -0.87
C3 1.0702 1.1601 -2.2179  -1.39
C4 2.9269 0.9915 -0.0745  -1.37
C5 0.3208 2.4853 0.3193  -1.32
C6 -0.1466 -1.1729 1.4959  -0.55
C7 0.2241 -1.8230 -0.8183  -1.17
C8 0.0265 -0.6236 0.0948  1.33
O1 -3.7436 -0.8955 0.7414  -0.64
O2 -3.2111 1.6111 0.5476  -0.72
O3 -3.4820 0.1345 -1.5424  -0.63
Si1 0.9275 0.8454 -0.3663  -0.26
P1 -3.2275 0.1952 -0.0992  0.95
H1 -0.1835 -0.6063 3.5474  0.55
H2 0.7539 0.5651 2.7646  0.13
H3 -1.1118 0.5381 2.4706  0.13
H4 -1.9432 -1.7737 -0.7978  0.09
H5 -1.2608 -2.9979 -2.0442  0.25
H6 -1.4502 -3.1303 -0.1380  0.29
H7 1.2968 0.3451 -2.8038  0.49
H8 0.1159 1.4655 -2.8450  0.31
H9 1.8139 1.9483 -2.6081  0.23
H10 3.4224 1.8613 -0.1570  0.49
H11 3.3166 0.6144 0.9783  0.27
H12 3.4896 0.2179 -0.7605  0.22
H13 -0.6579 2.4774 0.6597  0.47
H14 0.8945 2.9748 1.1407  0.33
H15 0.1635 3.2856 -0.3735  0.45
H16 0.6603 -1.9914 1.8640  0.20
H17 -1.0309 -1.7918 1.6691  0.22
H18 0.8456 -2.6935 -0.5517  0.34
H19 0.4943 -1.5983 -1.7544  0.33

Its spin multiplicity is 1. Its total charge is -2. The strongest force on any atom is 5.99 eV/A. The value obtained for the HOMO-LUMO gap is 5.338 eV. The energy relative to the best compared isomer or geometry (same formula, charge and spin) comes out at 0.8831 eV. The electronic energy is -1172.74349 a.u.

---

DFT (wB97M-V/def2-TZVPD) results for C8H20AgCl2O4 as an isolated structure.

Last column: Mulliken charge in e.
CARTESIAN COORDINATES (ANGSTROEM)
Ag1 -1.1234 -1.6396 0.5277  0.47
Cl1 -3.0976 -3.5256 0.2007  -0.77
Cl2 0.3213 -3.0205 2.3662  -0.74
C1 0.1848 0.6350 2.6506  -1.02
O1 -0.5262 0.4621 1.4553  -0.02
C2 -0.8985 1.6500 0.7676  -0.54
C3 -2.3225 1.4284 0.2610  -0.63
O2 -2.4806 0.2373 -0.4533  0.01
C4 -3.6836 0.1563 -1.2067  -0.96
H1 1.0045 1.3640 2.5605  0.39
H2 0.6528 -0.3144 2.9115  0.24
H3 -0.3745 1.0031 3.5181  0.24
H4 -0.1962 1.9493 -0.0166  0.22
H5 -0.9251 2.4395 1.5250  0.48
H6 -2.5847 2.3179 -0.3335  0.40
H7 -2.9679 1.4697 1.1458  0.34
H8 -3.5451 0.8866 -2.0172  0.38
H9 -4.5865 0.3653 -0.6303  0.29
H10 -3.7394 -0.8448 -1.6277  0.25
C5 4.1933 -0.3738 1.1066  -0.63
O3 3.5865 -0.1631 -0.1590  -0.43
C6 2.2061 -0.4784 -0.1733  0.38
C7 1.6788 -0.3291 -1.5800  -0.71
O4 0.3460 -0.8124 -1.5404  -0.09
C8 -0.3191 -0.6226 -2.7603  -0.80
H11 5.2166 -0.0028 1.1426  0.26
H12 4.1668 -1.4584 1.2325  0.30
H13 3.6692 0.1924 1.8839  0.21
H14 1.7199 0.2714 0.4591  -0.33
H15 1.9850 -1.4588 0.2618  0.30
H16 2.3191 -0.8566 -2.2946  0.37
H17 1.6137 0.7190 -1.8940  0.32
H18 -0.2716 0.4333 -3.0709  0.35
H19 -1.3631 -0.8952 -2.6369  0.11
H20 0.1411 -1.1847 -3.5818  0.35

Its spin multiplicity is 1. Its total charge is -1. The strongest force on any atom is 1.80 eV/A. The value obtained for the HOMO-LUMO gap is 6.827 eV. The energy relative to the best compared isomer or geometry (same formula, charge and spin) comes out at 0.1021 eV. The electronic energy is -1685.14412 a.u.

---

DFT (wB97M-V/def2-TZVPD) results for C8H20AlB2O4 as an isolated structure.

Last column: Mulliken charge in e.
CARTESIAN COORDINATES (ANGSTROEM)
Al1 -0.6216 -0.0313 4.1548  0.99
B1 0.7358 -2.5648 8.1412  -0.10
H1 0.9197 -2.8495 7.1168  0.01
H2 1.6929 -2.4818 8.6325  0.07
H3 0.3032 -1.5765 8.1238  -0.05
H4 0.0954 -3.3315 8.5491  0.04
B2 -0.1117 4.7366 4.6313  -0.14
H5 -1.1038 4.3895 4.8752  0.01
H6 -0.0614 5.7860 4.8771  0.00
H7 0.6025 4.1989 5.2355  0.07
H8 0.2027 4.4483 3.6402  0.04
O1 -2.0765 -3.0555 -0.6474  -0.60
C1 -1.9627 -3.7591 -1.6044  0.45
O2 -2.3503 -5.0581 -1.5198  -0.34
C2 -2.0473 -5.7004 -2.8098  -0.40
C3 -1.7099 -4.6037 -3.8232  -0.46
C4 -1.3348 -3.4832 -2.8813  -0.31
H9 -2.8738 -6.2510 -3.2591  0.29
H10 -1.2557 -6.4406 -2.6941  0.27
H11 -2.5056 -4.3060 -4.5062  0.34
H12 -0.7854 -4.9638 -4.2746  0.24
H13 -1.6183 -2.5029 -3.2644  0.30
H14 -0.2558 -3.4829 -2.7270  0.21
O3 1.4529 1.9615 -0.7732  -0.62
C5 1.3803 2.6024 -1.8240  0.57
O4 0.2422 3.2196 -2.0514  -0.31
C6 0.4095 4.0337 -3.1724  -0.39
C7 1.8522 4.2726 -3.2620  -0.58
C8 2.4809 2.9989 -2.7841  -0.30
H15 -0.1480 4.9674 -3.0990  0.34
H16 0.1897 3.6197 -4.1564  0.25
H17 2.0988 5.1811 -2.7124  0.27
H18 2.0943 4.5011 -4.2999  0.33
H19 3.3988 3.2452 -2.2503  0.23
H20 2.6709 2.2800 -3.5811  0.29

Its spin multiplicity is 1. Its total charge is +1. The strongest force on any atom is 5.91 eV/A. The value obtained for the HOMO-LUMO gap is 1.564 eV. The energy relative to the best compared isomer or geometry (same formula, charge and spin) comes out at 8.4927 eV. The electronic energy is -909.05280 a.u.

---

DFT (wB97M-V/def2-TZVPD) results for a 2-piece molecular cluster, C8H20B4F4O3P overall.

Last column: Mulliken charge in e.
CARTESIAN COORDINATES (ANGSTROEM)
C1 5.3526 -2.1169 0.9286  -0.90
C2 5.0298 -0.5219 1.2604  -0.41
P1 3.6615 0.0371 0.0478  0.00
C3 4.3475 1.3376 -1.2217  -0.88
B1 2.3183 0.9294 1.0798  0.92
O1 2.1804 0.9229 2.5493  -0.59
B2 0.8406 0.2876 2.8122  0.49
O2 0.1231 -0.2478 1.6023  -0.42
B3 0.0045 0.9761 0.7341  0.22
C4 -1.5078 1.4899 0.3274  -0.53
C5 -2.7102 0.5566 0.9353  -0.61
C6 -3.3007 -0.5750 -0.1015  0.78
C7 -2.2800 -1.8214 -0.4135  -0.85
C8 -4.6137 -1.2536 0.6816  -1.14
O3 1.2647 1.6879 0.3184  -0.44
H1 5.7632 -2.2700 -0.1807  0.26
H2 4.3386 -2.7114 0.9731  0.27
H3 6.0817 -2.5985 1.7400  0.28
H4 4.5839 -0.3703 2.3568  0.23
H5 5.9749 0.1611 1.0678  0.28
H6 4.4307 0.8155 -2.2846  0.29
H7 5.4104 1.6612 -0.8532  0.26
H8 3.5725 2.2281 -1.2883  0.26
H9 0.3452 0.2132 3.8784  -0.11
H10 -1.6215 2.5845 0.7898  0.25
H11 -1.6245 1.6402 -0.8502  0.16
H12 -2.4589 0.0079 1.9385  0.18
H13 -3.6248 1.2853 1.1748  0.30
H14 -3.6430 0.0219 -1.0768  -0.03
H15 -1.4438 -1.9823 0.4146  0.08
H16 -1.7553 -1.6354 -1.4640  0.17
H17 -2.9181 -2.8193 -0.4449  0.36
H18 -5.3971 -0.3633 0.7690  0.29
H19 -5.0349 -2.1980 0.1337  0.35
H20 -4.2045 -1.4984 1.7762  0.24
B4 -3.4971 1.2279 -4.0221  0.66
F1 -3.8647 2.0164 -2.8572  -0.43
F2 -2.9847 -0.0628 -3.5917  -0.42
F3 -4.6672 1.0292 -4.8617  -0.41
F4 -2.4717 1.9289 -4.7778  -0.41

Its spin multiplicity is 1. Its total charge is -1. The strongest force on any atom is 4.93 eV/A. The value obtained for the HOMO-LUMO gap is 8.895 eV. The electronic energy is -1383.15807 a.u.

---

DFT (wB97M-V/def2-TZVPD) results for an isolated molecule of C8H20BN.

Last column: Mulliken charge in e.
CARTESIAN COORDINATES (ANGSTROEM)
C1 -0.1730 1.6645 -1.4723  -1.74
C2 0.5504 0.3228 -1.3063  1.96
C3 1.9284 0.4749 -0.6562  -1.61
C4 0.6461 -0.4091 -2.6581  -2.23
B1 -0.3554 -0.5616 -0.2355  0.28
N1 -1.1347 -1.6083 -0.7022  -0.32
C5 -0.4838 -0.1824 1.3449  1.72
C6 -1.9330 -0.1547 1.8031  -1.78
C7 0.2419 -1.4261 1.9252  -1.78
C8 0.1901 1.1299 1.7275  -1.79
H1 0.4986 2.4377 -1.8154  0.42
H2 -0.6041 2.0223 -0.5560  0.35
H3 -0.9690 1.6218 -2.2087  0.38
H4 1.9122 1.2153 0.1455  0.31
H5 2.2163 -0.4667 -0.2274  0.31
H6 2.7246 0.8165 -1.3525  0.44
H7 -0.3122 -0.5025 -3.1752  0.45
H8 1.2779 0.1607 -3.3549  0.43
H9 1.0321 -1.4376 -2.5750  0.42
H10 -1.8782 -2.2249 -0.4306  0.17
H11 -0.9828 -1.7388 -1.6949  0.14
H12 -1.9777 -0.0297 2.9023  0.47
H13 -2.4750 0.6695 1.3206  0.34
H14 -2.4563 -1.0817 1.5545  0.32
H15 0.2912 -1.3952 3.0219  0.42
H16 1.2693 -1.3995 1.5966  0.39
H17 -0.1652 -2.3564 1.5419  0.32
H18 -0.1639 1.5592 2.6726  0.46
H19 1.2435 0.9482 1.8491  0.40
H20 0.0415 1.9317 1.0154  0.36

Its spin multiplicity is 1. Its total charge is 0. The strongest force on any atom is 2.24 eV/A. The value obtained for the HOMO-LUMO gap is 9.718 eV. The energy relative to the best compared isomer or geometry (same formula, charge and spin) comes out at 0.0000 eV. The electronic energy is -396.44820 a.u.